The following is a quantum chemistry calculation of a gas-phase ion, CH8NP2 (charge +1) in a non-equilibrium geometry, from OMol25.

Structure (XYZ):
```
12
Properties=species:S:1:pos:R:3:forces:R:3
N 1.03713 0.72370 0.19534 2.52 -2.67 -2.88
C 0.01934 -0.12784 -0.55457 0.41 0.91 -3.74
P 0.46622 -1.91323 -0.08925 -1.38 -0.27 0.13
P -1.77588 0.23933 -0.11444 -0.11 0.51 -2.25
H 2.03364 0.59817 -0.27246 -2.44 0.90 1.03
H 1.14365 0.34404 1.09256 0.12 -0.45 2.08
H 0.68923 1.62613 0.24934 -0.24 2.65 0.03
H 0.23379 0.26902 -1.75770 -0.71 -1.82 3.36
H -0.91107 -2.48240 -0.28083 1.51 0.67 0.21
H 0.23740 -1.58587 1.32207 0.01 -0.30 -0.76
H -1.29136 0.75607 1.01755 0.10 0.91 2.08
H -1.88211 1.55287 -0.80760 0.20 -1.03 0.70
```
Positions in Å, forces in eV/Å.

Summary:
energy above the lowest of the compared OMol25 structures with the same formula, charge and spin	0.4250	eV
orbital gap	0.372	Eh
structure (SMILES)	[NH3+]C(P)P
charge	+1

natural (NBO) population analysis, charges in e, atoms 1 to 4: N -0.6968; C -0.6415; P 0.3318; P 0.4309

---

The following is a quantum chemistry calculation of 2 unconnected molecules or ions with the total composition CH8NS2 in a non-equilibrium geometry, from OMol25.

Structure (XYZ):
```
12
Properties=species:S:1:pos:R:3:forces:R:3
C 0.24232 1.60301 -0.58477 -0.20 0.82 -0.18
N -0.85274 0.59042 -0.77721 0.14 0.67 -0.12
H -0.18707 2.61754 -0.80433 0.57 -1.04 0.14
H 0.55816 1.55796 0.46000 0.02 0.00 -0.25
H 1.07719 1.35588 -1.26509 -0.52 0.18 0.41
H -1.15179 0.55495 -1.74062 -0.10 -0.05 -0.50
H -1.67416 0.79312 -0.22661 -0.36 0.32 0.35
H -0.56595 -0.34165 -0.50230 0.46 -0.99 0.18
S 0.36929 -1.41206 2.17710 -0.01 0.03 -0.41
S 0.09042 -2.45665 0.39799 -0.08 0.21 0.26
H 0.74878 -2.43782 2.94211 0.00 -0.17 0.10
H 1.34555 -2.42471 -0.07626 0.09 0.03 0.02
```
Positions in Å, forces in eV/Å.

Summary:
energy above the lowest of the compared OMol25 structures with the same formula, charge and spin	0.1652	eV
orbital gap	0.365	Eh
charge	+1

natural (NBO) population analysis, charges in e, atoms 1 to 4: C -0.4280; N -0.6790; H 0.2462; H 0.2444

---

Number 1: E -21225.1285 eV. Number 2: E -24320.6751 eV.